(1)
Formula: C3H7OPS2
Source: the OMol25 dataset
Level of theory: ωB97M-V/def2-TZVPD

Calculated values
- HOMO-LUMO gap: 8.5 eV
- Energy relative to the best compared isomer or geometry (same formula, charge and spin): 1.8644 eV
- Structure (SMILES): C[P@H](=O)SCC=S
- HOMO energy: -8.86 eV
- E_LUMO: -0.3 eV

Atoms and positions in Å:
S: 0.320543 1.101702 0.299051
S: 4.079272 0.030193 0.259445
P: -1.359623 0.189022 -0.583617
O: -0.996297 -0.995351 -1.372774
C: 1.504158 -0.301489 -0.015974
C: 2.788824 0.128722 -0.633092
C: -2.401058 0.011794 0.943861
H: 0.976774 -0.978189 -0.748791
H: 1.676709 -0.651195 0.918955
H: -3.324436 -0.655315 0.982136
H: 2.743861 0.440550 -1.594272
H: -1.692628 -0.551636 1.439121
H: -2.594159 0.960585 1.476550
H: -1.721941 1.270605 -1.370593

Atoms 1-3, force components in eV/Å:
S 0.560 -0.126 -0.372
S 1.924 0.110 0.438
P -0.165 0.923 0.847


(2)
Formula: C29H42ClN2O6S
Source: the OMol25 dataset
Level of theory: ωB97M-V/def2-TZVPD

Calculated values
- Net charge: +1
- HOMO-LUMO gap: 3.6 eV
- HOMO energy: -10.94 eV
- E_LUMO: -7.4 eV

Atoms and positions in Å:
Cl: 2.677408 -8.488863 -3.212453
S: 3.913185 0.897546 -1.518380
O: -1.052493 -0.591212 1.849467
O: 2.310773 -3.498585 -3.352668
O: -2.457438 -5.863751 -2.740043
O: -0.671534 3.653315 3.475349
O: -0.926365 -6.212662 -6.150746
O: -0.558607 -7.215224 -4.287852
N: -1.739562 4.079950 3.030649
N: -1.406290 -6.950642 -5.377522
C: -3.061226 4.084090 0.920369
C: -1.243524 6.643404 1.661462
C: 0.262533 -3.458960 -2.029033
C: 0.514769 0.121267 3.710921
C: -2.050711 5.369630 3.731266
C: -1.201397 6.537189 3.183793
C: 0.990420 -5.405217 -3.743501
C: -0.580354 -1.759401 -0.311425
C: -2.092982 -3.679097 -0.997790
C: -0.849083 5.319235 1.011483
C: 4.422168 -7.063089 -4.754931
C: 1.272846 -4.043203 -3.026492
C: -0.442196 -0.469531 0.546861
C: -1.841515 5.275555 5.258157
C: 1.572553 -0.336873 -2.439039
C: -1.859421 -2.482362 -0.194898
C: 0.468761 -2.265144 -1.217172
C: -0.070194 -1.031322 2.810528
C: 1.994891 0.559030 3.255844
C: -1.641378 4.100418 1.535213
C: 1.798358 -1.453018 -1.305298
C: -0.222634 -6.003294 -3.633959
C: -0.988831 2.823383 0.963419
C: -1.052909 -4.136413 -1.895203
C: 2.082186 -6.103546 -4.607301
C: -3.553923 5.711850 3.594753
C: 2.107039 1.056288 -1.930965
C: -1.346586 -5.386072 -2.766175
C: 3.203976 -6.811869 -3.766037
H: 2.297176 0.058914 2.298898
H: -0.796977 5.122687 5.533970
H: 2.566796 -5.347732 -5.288132
H: -2.659355 -2.102014 0.487578
H: -1.542633 7.477327 3.621983
H: -2.234482 6.954331 1.322365
H: -0.973604 5.399915 -0.070519
H: -3.684825 3.319574 1.389486
H: -3.578726 5.038016 0.986676
H: 0.599419 -0.076778 0.645803
H: -0.556345 -1.789439 3.476956
H: 0.573479 -0.251800 4.764205
H: -4.178059 4.833539 3.774876
H: -1.035499 0.335938 0.026033
H: 2.699434 0.199615 4.055645
H: 2.051584 1.669413 3.124686
H: -1.052435 2.813505 -0.125253
H: -1.487522 1.924419 1.333249
H: -2.432857 4.461943 5.685416
H: 2.045998 1.781007 -2.788735
H: 5.178074 -7.743192 -4.298742
H: -3.081036 -4.178740 -0.879758
H: 2.041369 -0.959950 -0.321275
H: -3.844275 6.466632 4.326006
H: -0.552347 7.425236 1.334673
H: -2.153293 6.200653 5.742331
H: 0.764734 -1.528081 2.253349
H: -3.821743 6.133176 2.628937
H: 4.019897 -7.512442 -5.706426
H: 0.074143 2.752671 1.206334
H: 0.221747 5.161438 1.184141
H: 0.461099 -0.242090 -2.610910
H: 4.363120 -0.159415 -2.277148
H: 2.077358 -0.679683 -3.375430
H: 1.507034 1.459138 -1.075209
H: -0.157765 6.416444 3.497184
H: 1.657419 -6.882835 -5.295297
H: 3.530302 -6.236146 -2.863247
H: -0.099256 1.059034 3.714097
H: -3.017518 3.852824 -0.144287
H: 2.689635 -2.090787 -1.538559
H: 4.840019 -6.059064 -5.036600

Atoms 1-3, force components in eV/Å:
Cl -0.070 1.036 -0.026
S 0.023 0.156 0.320
O 1.146 -0.021 -0.453


(3)
Formula: C32H40N8O4S
Source: the OMol25 dataset
Level of theory: ωB97M-V/def2-TZVPD

Calculated values
- Net charge: -2
- HOMO-LUMO gap: 7.1 eV
- Energy relative to the best compared isomer or geometry (same formula, charge and spin): 0.0000 eV
- HOMO energy: -2.74 eV
- E_LUMO: 4.4 eV

Atoms and positions in Å:
S: -0.186340 0.015741 -0.067910
O: -0.230154 -0.266269 -1.512030
O: -1.275765 0.972748 0.212461
O: -0.372313 -1.173013 0.764715
O: 1.078910 0.666037 0.196557
N: 1.557696 -1.792248 -2.885209
N: -0.209959 -3.875553 0.221235
N: -1.079867 3.843491 1.609383
N: -1.184797 0.764302 -4.143374
N: 3.083394 1.735917 -1.001014
N: 2.979278 -0.335082 1.781619
N: -1.300554 -1.804639 3.596016
N: -4.706431 1.540832 1.071405
C: -2.084214 -0.801205 4.316509
C: -6.551292 2.359662 2.437686
C: 4.982510 1.646266 -2.168791
C: 4.899638 -0.618131 3.126250
C: -0.719617 2.137464 -6.034622
C: 0.807392 -5.885554 -0.233225
C: 2.591514 -1.126904 -3.424492
C: 0.013887 5.798834 2.075869
C: -2.091477 1.540495 -6.178904
C: 3.364718 -2.162570 -4.332670
C: -5.118965 2.038526 2.358181
C: -0.763392 -6.020745 -0.197556
C: -2.066926 4.684696 2.006930
C: 2.621244 -3.442655 -4.075918
C: -2.579702 -1.586722 5.571018
C: 4.259009 0.986725 -1.098645
C: -2.304427 0.673368 -5.004001
C: -5.818807 1.452587 0.378918
C: 1.472639 -3.164427 -3.037914
C: 4.120813 -1.808448 3.220162
C: -0.993956 -2.945895 4.266677
C: -1.293205 -4.631479 0.084916
C: 4.286169 2.840891 -2.668181
C: 4.052975 0.284889 2.212792
C: 0.163334 4.362648 1.668056
C: -7.057922 1.824731 1.107043
C: -1.896229 -3.064790 5.466458
C: -1.425462 6.050805 2.306806
C: 2.977470 2.799489 -1.893762
C: 2.926455 -1.632769 2.405943
C: -0.265837 1.536739 -4.711305
C: 1.045676 -4.419645 0.035945
H: -1.855344 -3.666649 6.334971
H: -2.368352 -0.010385 3.701804
H: -0.326342 -2.761513 0.486759
H: 1.455974 -6.690192 -0.410272
H: 4.336993 -0.069574 -0.568052
H: 2.580113 0.048433 -3.410593
H: 2.932573 -4.440288 -4.472227
H: 4.265955 -1.934951 -5.147272
H: -4.451162 2.277134 3.106368
H: -0.139690 2.700879 -6.774889
H: -3.632276 1.308033 0.833363
H: 0.650661 -3.881252 -2.420329
H: 2.083031 -3.920584 0.072970
H: -5.806993 1.341907 -0.776106
H: -2.954327 -1.198963 6.585056
H: 4.228709 -2.780648 3.674508
H: -1.317064 -6.878175 -0.354509
H: -0.936051 -1.427896 2.522804
H: -1.731529 7.009993 2.889395
H: 1.025280 3.880533 1.520312
H: -2.441656 -4.306890 0.028782
H: 5.870006 1.059321 -2.689309
H: 2.123032 3.343806 -1.916219
H: -1.137629 0.376688 -3.128654
H: -3.189635 0.176867 -4.735879
H: -1.288519 2.890347 1.424274
H: 2.036503 -0.055386 1.244676
H: 0.779960 1.638448 -4.310427
H: 4.373860 1.244449 1.845337
H: -7.142058 2.804007 3.126862
H: 0.792502 6.592077 2.332428
H: 4.714283 3.442159 -3.262276
H: 0.840997 -1.339398 -2.249396
H: -0.268113 -3.733273 3.653240
H: 2.264172 1.443662 -0.298777
H: 1.992792 -1.970675 2.138072
H: 5.917848 -0.352699 3.569829
H: -8.079754 1.904900 0.766806
H: -2.751925 1.465495 -6.933736
H: -3.153938 4.471114 2.170282

Atoms 1-3, force components in eV/Å:
S -3.439 2.177 -1.716
O -0.131 -1.010 -0.366
O -0.299 0.081 0.708


(4)
Formula: C38H62F5N5O5STeV
Source: the OMol25 dataset
Level of theory: ωB97M-V/def2-TZVPD

Calculated values
- Net charge: -2
- HOMO-LUMO gap (alpha / beta): 6.5 / 6.5 eV
- Energy relative to the best compared isomer or geometry (same formula, charge and spin): 1.7289 eV
- HOMO energy (alpha / beta): -2.99 / -2.93 eV
- E_LUMO (alpha / beta): 3.5 / 3.5 eV
- ⟨S²⟩: 3.766
- 2S+1: 4

Atoms and positions in Å:
Te: 5.607367 1.574221 -0.005718
V: 1.389373 0.173490 -0.910920
S: 2.182385 -1.772166 -3.654071
F: 7.162834 2.098324 0.985399
F: 6.658360 2.047863 -1.561316
F: 6.924274 -0.052798 -0.184473
F: 5.450644 3.511467 -0.081785
F: 4.814226 2.092461 1.906966
O: 0.101391 -1.429418 -0.157469
O: 2.788903 -0.700789 -0.270930
O: -0.010982 0.645928 -1.814996
O: 2.397686 0.148996 0.835604
O: 0.518913 -2.596081 0.238115
N: 1.020668 4.295775 -0.416328
N: 0.095051 -3.186539 -2.913473
N: -0.349042 1.844339 0.732718
N: 2.220489 -3.921524 -2.142793
N: 3.784359 1.991600 -1.780055
C: 3.541388 -2.418396 2.426908
C: -0.430750 -0.511211 6.505621
C: -3.482720 0.932336 -0.824924
C: -1.288651 1.151103 -4.551204
C: -2.147042 1.976588 -5.526380
C: 0.068359 1.864051 -4.448348
C: -6.300587 2.059547 -1.431034
C: -1.450901 0.888120 0.616397
C: -5.686988 0.799782 -2.061425
C: 0.754391 0.323526 2.479716
C: 2.205067 5.066626 -0.082641
C: 0.493515 4.680993 -1.702936
C: -0.823153 -4.010450 -2.120802
C: 1.842419 -4.983104 -1.210764
C: 1.431779 -3.022000 -2.766671
C: 1.458238 -1.984510 3.749128
C: 0.442378 1.718537 1.968993
C: -4.163785 0.905835 -2.037583
C: 3.934312 -2.709473 0.962959
C: 4.643538 -1.565495 3.083824
C: 2.745790 1.446910 -1.682345
C: 2.219778 -1.621444 2.631626
C: -1.783402 -2.106500 5.116892
C: -6.248208 0.650457 -3.476674
C: 0.034541 4.362531 0.622538
C: 0.069403 -0.089801 3.605177
C: -0.926529 3.184180 0.626691
C: -2.105282 0.914490 -0.755597
C: -1.065642 -0.243572 -5.157865
C: 1.798108 -0.459327 1.960459
C: -0.360515 -1.685377 5.516499
C: -1.324942 0.859678 -1.948143
C: 0.305434 -2.857505 6.242469
C: -3.391674 0.987143 -3.182928
C: 3.502662 -3.787105 3.134505
C: -6.122782 -0.436770 -1.259207
C: 0.397716 -1.262581 4.260551
C: -1.992015 1.012856 -3.185871
H: -7.394986 1.997036 -1.430923
H: -4.036077 0.946012 0.111322
H: -0.583281 5.278420 0.538397
H: 3.045341 -2.860002 0.357070
H: -1.743018 -2.936836 4.407291
H: -0.378807 4.071387 -1.953626
H: -1.004365 0.323649 6.099427
H: -0.201655 -0.715960 -4.690830
H: 4.741882 -0.598382 2.598745
H: 4.408178 -4.333537 2.869240
H: 4.514346 -1.894182 0.538871
H: -7.214046 -0.534434 -1.265376
H: 2.635334 4.710279 0.852687
H: 1.393075 2.233933 1.809344
H: 3.490379 -3.701560 4.224782
H: 2.637980 -4.375783 2.808861
H: -1.626166 3.347658 1.468438
H: 0.575329 -0.152523 6.736082
H: -0.845125 -0.164433 -6.228776
H: -1.062315 -0.111178 0.788691
H: -0.640531 -3.896845 -1.055151
H: -0.749469 -5.058773 -2.411065
H: -0.240529 -3.067217 7.167202
H: -0.053522 2.872616 -4.045880
H: 1.378141 -4.589969 -0.308569
H: 0.296523 -3.764736 5.631958
H: -0.730663 0.546459 3.968213
H: 5.608945 -2.073938 2.991796
H: 2.960513 4.918815 -0.848291
H: -1.834059 -3.669427 -2.334898
H: 0.761364 1.323343 -3.816276
H: -5.788745 -0.375376 -0.221876
H: 0.518174 1.936972 -5.444008
H: -2.497167 2.898944 -5.053625
H: 4.425413 -1.398006 4.142838
H: -3.016473 1.421887 -5.890703
H: -2.226764 1.095524 1.374752
H: 0.552027 4.413867 1.581236
H: -6.026306 1.526561 -4.091731
H: 0.190943 5.747293 -1.727409
H: -0.091413 2.231548 2.784607
H: 1.736236 -2.887336 4.264177
H: -2.312925 -1.279801 4.636538
H: -6.001298 2.945972 -1.995882
H: -1.539763 2.245173 -6.393701
H: 1.339985 -2.619498 6.505029
H: 4.557259 -3.609230 0.917242
H: -0.317226 -2.338445 -3.258499
H: -5.688096 -1.338456 -1.698421
H: -5.838764 -0.235919 -3.968383
H: 1.161542 -5.683756 -1.690017
H: 3.139519 -3.535790 -1.997018
H: -2.355234 -2.422415 5.997580
H: -7.335048 0.540860 -3.424890
H: 2.750067 -5.517943 -0.941221
H: -3.897493 1.021891 -4.138278
H: -1.951413 -0.875614 -5.032542
H: 1.980528 6.149799 0.002709
H: -0.910545 -0.831064 7.436458
H: -1.514231 3.203506 -0.291743
H: -5.960503 2.184557 -0.400414
H: 1.258891 4.518551 -2.463670

Atoms 1-3, force components in eV/Å:
Te 2.661 1.542 1.001
V -0.149 -0.545 0.403
S -0.138 0.008 0.622


(5)
Formula: C8H9Cl12F3O2
Source: the OMol25 dataset
Level of theory: ωB97M-V/def2-TZVPD

Calculated values
- Net charge: +1
- HOMO-LUMO gap (alpha / beta): 9.8 / 2.5 eV
- HOMO energy (alpha / beta): -13.31 / -13.30 eV
- E_LUMO (alpha / beta): -3.5 / -10.8 eV
- ⟨S²⟩: 0.755
- 2S+1: 2

Atoms and positions in Å:
Cl: -11.295550 -21.247190 -14.789080
Cl: -6.068980 -21.076190 -18.356980
Cl: -8.913620 -23.614860 -14.967290
Cl: -12.201120 -18.823960 -16.166840
Cl: -6.886860 -23.885780 -18.649820
Cl: -7.927680 -21.905570 -20.320720
Cl: -9.392800 -19.057140 -15.353210
Cl: -5.039160 -28.842620 -17.224260
Cl: -11.196450 -25.033980 -16.043780
Cl: -6.787660 -26.686170 -16.692850
Cl: -9.966040 -22.834600 -17.621910
Cl: -4.100080 -26.757260 -15.448220
F: -2.703590 -20.095630 -11.952930
F: -1.942370 -22.139420 -11.725390
F: -2.955680 -21.245450 -10.078420
O: -4.931440 -21.013940 -12.868530
O: -4.629980 -23.017200 -11.772200
C: -6.133750 -21.460780 -13.514750
C: -7.298770 -21.318010 -12.601360
C: -10.850050 -19.962360 -15.927680
C: -5.545970 -27.683650 -15.969180
C: -9.729550 -24.154460 -16.437530
C: -4.260040 -21.856930 -12.036430
C: -6.417080 -22.351570 -19.477050
C: -2.950040 -21.305410 -11.421740
H: -7.140680 -21.867070 -11.673110
H: -5.974750 -28.157270 -15.086040
H: -6.318070 -20.816470 -14.374400
H: -8.216240 -21.616520 -13.108550
H: -5.578540 -22.464710 -20.164180
H: -10.560850 -20.341890 -16.907690
H: -9.123950 -24.898820 -16.954520
H: -7.404620 -20.299240 -12.228510
H: -6.001000 -22.485860 -13.860730

Atoms 1-3, force components in eV/Å:
Cl 0.067 -0.132 -0.413
Cl 0.478 0.155 0.527
Cl -0.144 0.155 -0.572


no.,M (g mol⁻¹)
1,154.20
2,582.18
3,632.79
4,974.55
5,619.59